The following is a quantum chemistry calculation of 14 unconnected molecules or ions with the total composition C84H196O42 at a distorted geometry, from the OMol25 dataset.

```
322
C84H196O42 (ωB97M-V/def2-TZVPD)
C 5.14 5.63 1.52
O 5.35 4.92 2.74
C 5.24 5.74 3.89
C 5.35 4.83 5.07
O 4.22 4.06 5.35
C 4.37 2.70 4.95
C 3.24 1.92 5.62
O 3.48 2.02 6.99
C 2.55 1.22 7.75
H 5.57 5.01 0.71
H 5.71 6.59 1.54
H 4.11 5.77 1.35
H 4.25 6.26 3.90
H 6.03 6.48 3.75
H 5.46 5.57 5.87
H 6.23 4.18 4.99
H 5.33 2.29 5.27
H 4.41 2.63 3.87
H 3.26 0.92 5.22
H 2.27 2.41 5.38
H 1.56 1.52 7.39
H 2.70 1.39 8.82
H 2.73 0.16 7.60
C -5.68 -4.63 -7.06
O -5.10 -4.01 -8.15
C -3.91 -3.29 -7.88
C -4.15 -1.99 -7.11
O -4.09 -2.29 -5.64
C -4.39 -1.17 -4.79
C -3.40 -0.96 -3.62
O -2.24 -0.19 -3.93
C -1.20 -0.37 -3.03
H -4.96 -5.31 -6.49
H -6.48 -5.32 -7.45
H -6.16 -3.90 -6.40
H -3.40 -3.09 -8.82
H -3.19 -3.95 -7.39
H -5.18 -1.62 -7.30
H -3.49 -1.15 -7.39
H -5.40 -1.27 -4.36
H -4.34 -0.23 -5.42
H -3.13 -2.01 -3.28
H -4.02 -0.50 -2.83
H -1.13 -1.43 -2.85
H -1.38 0.18 -2.12
H -0.22 -0.08 -3.47
C 1.93 0.24 -1.58
O 2.09 0.14 -3.03
C 3.21 0.85 -3.53
C 4.49 0.21 -3.24
O 4.85 0.16 -1.85
C 6.13 -0.26 -1.63
C 6.53 0.07 -0.21
O 6.73 1.47 -0.10
C 7.15 1.79 1.21
H 2.71 0.84 -1.19
H 2.04 -0.75 -1.14
H 1.01 0.69 -1.33
H 3.05 1.96 -3.25
H 3.10 0.69 -4.62
H 5.30 0.79 -3.71
H 4.60 -0.77 -3.69
H 6.86 0.21 -2.28
H 6.30 -1.31 -1.88
H 7.43 -0.54 0.08
H 5.76 -0.34 0.53
H 6.48 1.39 1.96
H 7.07 2.85 1.33
H 8.19 1.44 1.43
C 1.08 -5.87 5.25
O 0.87 -4.47 5.27
C -0.48 -4.17 5.36
C -0.56 -2.82 6.06
O -0.53 -1.89 5.08
C 0.14 -0.68 5.38
C -0.34 0.51 4.65
O -1.44 1.03 5.41
C -1.82 2.23 4.79
H 0.97 -6.28 6.24
H 2.15 -5.98 4.99
H 0.39 -6.46 4.58
H -0.96 -4.90 5.94
H -0.89 -4.19 4.31
H 0.31 -2.74 6.73
H -1.46 -2.69 6.69
H 1.24 -0.82 5.27
H -0.01 -0.44 6.46
H -0.68 0.27 3.67
H 0.45 1.28 4.60
H -2.28 2.13 3.83
H -0.94 2.90 4.56
H -2.51 2.73 5.51
C 1.26 -8.27 0.88
O 2.58 -7.80 1.16
C 2.49 -6.49 1.71
C 3.96 -6.13 2.04
O 4.10 -4.82 2.41
C 5.08 -4.56 3.41
C 4.92 -3.21 4.01
O 5.49 -2.15 3.29
C 6.89 -2.10 3.37
H 0.68 -8.30 1.80
H 1.24 -9.27 0.40
H 0.74 -7.54 0.20
H 1.78 -6.53 2.52
H 2.13 -5.83 0.88
H 4.58 -6.35 1.21
H 4.35 -6.77 2.85
H 6.11 -4.78 3.01
H 4.83 -5.25 4.23
H 5.32 -3.17 5.01
H 3.85 -3.00 4.06
H 7.23 -1.13 3.19
H 7.35 -2.72 2.62
H 7.14 -2.48 4.35
C 2.87 6.73 7.38
O 1.48 6.70 7.25
C 1.01 5.38 6.82
C 1.03 5.17 5.26
O -0.05 5.80 4.51
C -0.06 7.22 4.57
C 1.02 8.01 3.78
O 0.93 7.53 2.47
C 1.87 8.26 1.67
H 3.42 6.69 6.37
H 3.21 5.99 8.11
H 3.00 7.76 7.66
H -0.02 5.13 7.14
H 1.71 4.62 7.27
H 0.94 4.10 5.01
H 2.01 5.46 4.82
H -0.06 7.61 5.60
H -0.93 7.56 4.10
H 2.00 7.81 4.19
H 0.82 9.10 3.86
H 1.91 8.01 0.59
H 2.86 8.09 2.09
H 1.66 9.33 1.71
C -0.08 -3.14 -0.20
O 0.87 -2.49 0.58
C 0.75 -2.69 2.03
C 1.88 -1.86 2.55
O 1.71 -0.49 2.19
C 2.92 0.18 2.16
C 2.88 1.65 1.67
O 2.03 2.47 2.45
C 1.99 3.82 2.08
H 0.22 -2.87 -1.22
H -1.04 -2.67 -0.03
H -0.13 -4.22 -0.14
H 0.87 -3.78 2.32
H -0.25 -2.33 2.44
H 2.83 -2.33 2.18
H 1.82 -1.99 3.61
H 3.66 -0.32 1.48
H 3.39 0.19 3.21
H 2.57 1.73 0.61
H 3.87 2.10 1.78
H 2.99 4.25 2.18
H 1.48 4.37 2.81
H 1.57 3.96 1.06
C -3.01 -1.38 2.83
O -3.71 -1.83 1.68
C -3.55 -1.13 0.52
C -4.09 0.28 0.57
O -5.54 0.20 0.64
C -6.19 1.40 0.89
C -7.64 1.00 1.02
O -8.51 2.14 1.08
C -9.83 1.65 1.03
H -3.15 -2.13 3.61
H -3.34 -0.44 3.27
H -1.96 -1.30 2.61
H -3.89 -1.76 -0.29
H -2.48 -0.95 0.38
H -3.86 0.87 -0.35
H -3.68 0.79 1.46
H -6.04 2.17 0.08
H -5.82 1.90 1.85
H -7.82 0.39 1.95
H -8.00 0.36 0.18
H -10.44 2.54 0.99
H -10.08 1.10 1.95
H -10.05 1.01 0.19
C -9.24 5.40 -4.06
O -7.92 5.41 -3.63
C -7.75 5.94 -2.32
C -6.26 5.85 -1.94
O -6.10 5.96 -0.56
C -5.02 5.13 -0.13
C -3.79 5.99 0.08
O -2.75 5.27 0.69
C -1.68 6.14 0.87
H -9.35 4.98 -5.01
H -9.68 6.47 -4.06
H -9.94 4.85 -3.37
H -8.42 5.44 -1.60
H -8.11 7.00 -2.34
H -5.61 6.57 -2.54
H -6.06 4.78 -2.26
H -4.77 4.25 -0.74
H -5.29 4.71 0.83
H -3.99 6.89 0.65
H -3.49 6.24 -0.97
H -1.01 5.68 1.59
H -2.05 7.15 1.25
H -1.08 6.27 -0.03
C 2.10 -6.02 -2.29
O 2.67 -5.08 -1.38
C 3.03 -3.81 -1.91
C 4.01 -3.08 -1.01
O 5.34 -3.57 -1.41
C 6.11 -3.82 -0.27
C 7.52 -4.25 -0.62
O 8.35 -3.15 -1.06
C 9.49 -3.56 -1.76
H 2.04 -5.64 -3.28
H 1.08 -6.27 -2.01
H 2.59 -6.99 -2.35
H 2.09 -3.22 -2.03
H 3.40 -3.90 -2.97
H 3.91 -3.26 0.06
H 3.83 -2.00 -1.21
H 5.77 -4.63 0.42
H 6.25 -2.88 0.34
H 7.48 -4.99 -1.42
H 7.94 -4.72 0.27
H 9.25 -4.22 -2.52
H 10.30 -3.90 -1.03
H 9.97 -2.66 -2.14
C 2.17 10.35 -2.12
O 2.68 9.12 -1.71
C 3.33 8.32 -2.84
C 3.64 6.98 -2.36
O 2.43 6.18 -2.45
C 2.48 4.94 -1.69
C 1.36 3.99 -2.22
O 1.61 3.66 -3.60
C 0.50 2.99 -4.24
H 1.55 10.81 -1.33
H 1.47 10.20 -2.97
H 2.92 11.03 -2.40
H 4.25 8.88 -3.08
H 2.66 8.37 -3.67
H 4.06 7.07 -1.32
H 4.46 6.44 -2.93
H 2.37 5.16 -0.59
H 3.50 4.53 -1.95
H 0.39 4.47 -2.08
H 1.32 3.06 -1.60
H -0.41 3.62 -4.32
H 0.20 2.13 -3.63
H 0.76 2.64 -5.20
C -1.36 -4.49 -2.97
O -0.34 -3.87 -3.68
C -0.70 -3.28 -4.85
C -0.30 -4.09 -6.08
O -1.03 -5.26 -6.19
C -0.81 -6.01 -7.39
C -1.99 -6.94 -7.54
O -1.85 -8.06 -6.75
C -2.92 -8.90 -7.05
H -2.16 -3.82 -2.65
H -0.92 -5.09 -2.16
H -1.95 -5.16 -3.64
H -0.16 -2.28 -4.91
H -1.77 -3.06 -4.80
H 0.71 -4.36 -5.96
H -0.53 -3.46 -6.96
H 0.14 -6.57 -7.33
H -0.82 -5.33 -8.21
H -2.15 -7.31 -8.60
H -2.90 -6.37 -7.23
H -2.76 -9.22 -8.06
H -3.81 -8.35 -6.90
H -2.93 -9.73 -6.35
C -2.46 -7.91 -3.34
O -3.58 -7.13 -2.93
C -4.05 -7.56 -1.61
C -5.15 -6.68 -1.00
O -4.88 -5.26 -1.00
C -3.67 -4.87 -0.32
C -3.64 -5.27 1.15
O -3.34 -6.68 1.39
C -2.00 -6.92 1.26
H -2.21 -7.86 -4.40
H -2.50 -9.00 -3.22
H -1.60 -7.50 -2.78
H -3.19 -7.61 -0.87
H -4.49 -8.64 -1.70
H -5.44 -7.05 -0.03
H -6.02 -6.75 -1.62
H -3.77 -3.82 -0.30
H -2.78 -5.16 -0.88
H -4.63 -4.96 1.56
H -2.87 -4.62 1.59
H -1.58 -6.55 0.35
H -1.79 -8.01 1.29
H -1.43 -6.34 2.03
C -0.79 1.34 1.22
O -1.14 1.45 -0.15
C -1.74 2.70 -0.31
C -2.32 3.05 -1.63
O -3.51 2.36 -1.95
C -4.07 2.86 -3.18
C -5.46 2.36 -3.41
O -6.23 2.67 -2.27
C -7.57 2.30 -2.39
H -1.73 1.35 1.78
H -0.16 2.18 1.51
H -0.15 0.48 1.30
H -1.00 3.45 -0.04
H -2.57 2.83 0.45
H -1.63 2.90 -2.45
H -2.58 4.11 -1.52
H -3.51 2.53 -4.04
H -4.02 3.93 -3.12
H -5.37 1.27 -3.49
H -5.80 2.73 -4.35
H -7.59 1.26 -2.74
H -8.11 2.95 -3.10
H -7.95 2.39 -1.37
```

Energy relative to the best compared isomer or geometry (same formula, charge and spin), kJ/mol: 276.4
HOMO-LUMO gap, eV: 9.7
E, eV: -176254.1455
Spin multiplicity: 1
Total charge: 0

Löwdin atomic charge list, values in e, 8 entries: C -0.10; O -0.22; C -0.20; C -0.21; O -0.12; C -0.16; C -0.22; O -0.18